No. 1
{
  "formula": "C2H7S2",
  "method": "wB97M-V/def2-TZVPD",
  "relative_energy_kcal_mol": 17.0,
  "total_charge": -1,
  "spin_multiplicity": 1,
  "species": ["S", "H", "C", "S", "C", "H", "H", "H", "H", "H", "H"],
  "xyz": [[2.077, -0.807, -3.003], [1.784, -1.412, -1.852], [0.078, -0.874, 1.066], [-1.330, -0.455, 0.023], [-0.995, 1.316, -0.060], [0.994, -0.404, 0.721], [-0.137, -0.562, 2.090], [0.275, -1.931, 1.245], [-1.483, 1.882, 0.741], [-1.315, 1.671, -1.037], [0.054, 1.576, 0.067]],
  "forces_ev_per_angstrom": [[0.093, 0.192, -0.166], [-0.088, -0.143, 0.234], [0.028, -0.144, 1.179], [0.490, -0.092, 0.013], [-0.138, 0.485, 0.331], [-0.010, -0.013, -0.236], [0.085, 0.534, 0.027], [-0.289, -0.228, -0.861], [-0.344, -0.183, -0.178], [-0.053, 0.087, 0.023], [0.226, -0.494, -0.367]],
  "nbo_charge": [-1.069, 0.073, -0.752, 0.194, -0.746, 0.234, 0.190, 0.226, 0.190, 0.232, 0.228]
}

---

No. 2
{
  "formula": "C2H7S2",
  "method": "wB97M-V/def2-TZVPD",
  "relative_energy_kcal_mol": 31.5,
  "total_charge": -1,
  "spin_multiplicity": 1,
  "species": ["C", "S", "H", "H", "H", "H", "C", "S", "H", "H", "H"],
  "xyz": [[-0.450, -1.030, 0.784], [-2.004, -1.988, 0.667], [0.159, -1.536, 1.552], [-0.753, -0.055, 1.135], [0.053, -1.163, -0.174], [-1.704, -2.664, -0.437], [1.097, 1.707, -0.538], [-0.548, 1.560, -1.616], [1.678, 0.783, -0.513], [0.787, 2.104, 0.410], [1.685, 2.282, -1.270]],
  "forces_ev_per_angstrom": [[-0.014, -1.659, 0.696], [-0.214, -0.062, 0.169], [-0.103, 0.328, -0.169], [0.433, 0.416, -0.660], [-0.157, 1.043, 0.160], [0.004, -0.085, -0.176], [-1.195, -0.490, -2.995], [1.167, -0.236, 0.939], [-0.461, -0.355, 0.580], [0.567, 0.400, 0.318], [-0.027, 0.699, 1.138]],
  "nbo_charge": [-0.699, -0.098, 0.181, 0.239, 0.251, 0.112, -0.743, -0.798, 0.165, 0.187, 0.202]
}

---

Summary of orbital gap in eV
5.57, 5.53
(order as listed above)
Summary of HOMO level in eV
-2.335, -2.203
(order as listed above)
Summary of DFT total energy in eV
-23858.4768, -23857.8506
(order as listed above)